[1]
{"formula": "C4H7N3O", "method": "ωB97M-V with the def2-TZVPD basis set", "lumo_energy_ev": 0.72, "homo_ev": -8.7, "energy_ha": -395.9875, "charge": 0, "e_above_lowest_kcal_mol": 101.0, "symbols": ["C", "C", "C", "C", "H", "H", "H", "H", "H", "H", "H", "N", "N", "N", "O"], "positions_angstrom": [[-3.100, -0.487, 0.427], [-0.653, 0.297, -0.133], [0.109, 1.390, 0.130], [1.542, -0.076, 0.067], [-3.930, -0.782, -0.325], [-3.494, 0.297, 1.296], [-2.782, -1.529, 1.191], [-2.304, 0.675, -1.350], [-0.257, 2.480, 0.455], [2.701, -1.918, 0.430], [3.369, -0.316, 0.551], [-1.912, -0.170, -0.587], [1.539, 1.142, 0.066], [2.666, -0.978, -0.042], [0.407, -0.701, -0.157]]}



[2]
{"formula": "C2H4O3", "method": "ωB97M-V with the def2-TZVPD basis set", "lumo_energy_ev": 0.67, "homo_ev": -10.3, "energy_ha": -304.2979, "charge": 0, "e_above_lowest_kcal_mol": 27.5, "smiles": "O=CO.C=O", "symbols": ["O", "C", "H", "H", "O", "C", "O", "H", "H"], "positions_angstrom": [[-0.055, -2.216, -1.448], [-1.087, -1.633, -1.628], [-1.248, -1.007, -2.522], [-1.896, -1.681, -0.883], [1.305, 0.347, 2.134], [0.574, 1.090, 1.550], [0.963, 1.967, 0.602], [-0.488, 1.198, 1.667], [1.931, 1.936, 0.527]]}



[3]
{"formula": "C3H7N3O", "method": "ωB97M-V with the def2-TZVPD basis set", "lumo_energy_ev": 0.98, "homo_ev": -8.3, "energy_ha": -357.8540, "charge": 0, "e_above_lowest_kcal_mol": 122.9, "symbols": ["C", "N", "N", "C", "C", "N", "O", "H", "H", "H", "H", "H", "H", "H"], "positions_angstrom": [[1.255, 1.313, 0.373], [0.778, 0.032, -0.130], [-0.625, 0.053, -0.201], [-0.752, 0.046, -1.659], [-0.527, -1.890, 1.102], [-1.387, -1.136, 0.596], [-1.240, 0.976, -2.238], [-1.125, 0.855, 0.198], [-0.344, -0.874, -2.084], [0.984, 2.159, -0.277], [0.894, 1.544, 1.389], [2.343, 1.262, 0.409], [0.577, -1.562, 0.880], [-0.830, -2.777, 1.641]]}



[4]
{"formula": "C33H60N2O11S", "method": "ωB97M-V with the def2-TZVPD basis set", "lumo_energy_ev": -1.15, "homo_ev": -8.6, "energy_ha": -2628.3101, "charge": 0, "symbols": ["C", "C", "C", "O", "O", "C", "C", "C", "C", "C", "C", "C", "C", "C", "C", "N", "S", "N", "C", "C", "H", "H", "H", "H", "H", "H", "H", "H", "H", "H", "H", "H", "H", "H", "H", "H", "H", "H", "C", "O", "C", "C", "O", "C", "C", "O", "C", "H", "H", "H", "H", "H", "H", "H", "H", "H", "H", "H", "H", "H", "H", "C", "O", "C", "C", "O", "C", "C", "O", "C", "H", "H", "H", "H", "H", "H", "H", "H", "H", "H", "H", "H", "H", "H", "C", "O", "C", "C", "O", "C", "C", "O", "C", "H", "H", "H", "H", "H", "H", "H", "H", "H", "H", "H", "H", "H", "H"], "positions_angstrom": [[0.835, -3.163, -1.968], [0.788, -2.400, -0.775], [0.500, -0.869, -0.857], [1.173, -0.058, -0.250], [-0.523, -0.380, -1.673], [-1.810, -0.964, -1.298], [-2.842, -0.416, -2.385], [-3.204, 1.112, -2.198], [-3.831, 1.492, -0.796], [-5.418, 1.257, -0.716], [-5.823, -0.050, 0.079], [-5.864, -1.309, -0.855], [-5.232, -2.653, -0.508], [-5.258, -3.805, -1.424], [-5.929, -3.643, -2.755], [-6.066, -4.548, -3.808], [-6.878, -3.751, -5.037], [-7.177, -2.221, -4.413], [-6.582, -2.335, -3.160], [-6.516, -1.217, -2.167], [0.049, -3.914, -2.239], [1.701, -2.971, -2.662], [0.942, -2.845, 0.246], [-2.137, -0.669, -0.265], [-1.796, -2.094, -1.386], [-3.726, -1.101, -2.497], [-2.276, -0.488, -3.368], [-3.894, 1.433, -3.027], [-2.224, 1.681, -2.273], [-3.705, 2.616, -0.688], [-3.316, 1.041, 0.094], [-5.858, 2.138, -0.151], [-5.827, 1.326, -1.758], [-6.818, 0.033, 0.599], [-5.016, -0.234, 0.852], [-4.710, -2.738, 0.484], [-4.765, -4.777, -1.177], [-6.984, -0.232, -2.451], [3.754, 0.747, 2.460], [3.305, -0.281, 3.325], [2.224, -1.038, 2.801], [2.451, -2.537, 2.971], [3.520, -3.095, 2.211], [4.849, -2.701, 2.549], [5.345, -3.138, 3.923], [4.655, -2.468, 4.967], [4.248, -3.315, 6.025], [3.161, 1.655, 2.619], [4.796, 0.962, 2.706], [3.712, 0.448, 1.409], [2.048, -0.815, 1.744], [1.327, -0.757, 3.365], [1.549, -3.043, 2.612], [2.542, -2.809, 4.021], [4.980, -1.630, 2.403], [5.488, -3.182, 1.803], [6.407, -2.886, 4.013], [5.247, -4.227, 4.011], [3.913, -4.291, 5.662], [3.409, -2.839, 6.536], [5.068, -3.443, 6.738], [-0.143, 4.772, 6.999], [0.737, 3.864, 6.365], [1.590, 4.466, 5.403], [3.038, 4.012, 5.564], [3.696, 4.438, 6.756], [3.235, 3.905, 7.996], [3.439, 2.407, 8.193], [2.619, 1.649, 7.319], [3.289, 0.574, 6.685], [-1.054, 4.888, 6.401], [-0.414, 4.354, 7.971], [0.323, 5.747, 7.170], [1.546, 5.559, 5.450], [1.237, 4.150, 4.415], [3.609, 4.461, 4.745], [3.135, 2.936, 5.433], [2.199, 4.191, 8.175], [3.822, 4.418, 8.764], [3.161, 2.143, 9.220], [4.500, 2.167, 8.056], [4.314, 0.836, 6.410], [2.749, 0.331, 5.769], [3.288, -0.303, 7.339], [1.307, 0.352, -10.211], [0.953, 0.922, -8.965], [-0.031, 1.941, -9.057], [-1.133, 1.762, -8.016], [-1.967, 0.618, -8.181], [-1.377, -0.667, -7.995], [-0.902, -0.983, -6.581], [0.210, -0.186, -6.210], [0.116, 0.363, -4.908], [2.099, 0.945, -10.682], [1.688, -0.654, -10.024], [0.449, 0.266, -10.884], [-0.480, 1.982, -10.055], [0.473, 2.895, -8.867], [-1.804, 2.622, -8.107], [-0.735, 1.807, -7.005], [-0.586, -0.836, -8.725], [-2.166, -1.383, -8.242], [-0.586, -2.032, -6.539], [-1.739, -0.854, -5.884], [-0.905, 0.670, -4.667], [0.752, 1.249, -4.868], [0.473, -0.361, -4.172]]}



[5]
{"formula": "C18H19NO2", "method": "ωB97M-V with the def2-TZVPD basis set", "lumo_energy_ev": -1.63, "homo_ev": -7.6, "energy_ha": -902.4588, "charge": 0, "e_above_lowest_kcal_mol": 78.5, "symbols": ["C", "C", "N", "C", "C", "O", "O", "H", "H", "H", "H", "H", "H", "C", "C", "C", "C", "C", "C", "C", "C", "C", "C", "C", "C", "C", "C", "H", "H", "H", "H", "H", "H", "H", "H", "H", "H", "H", "H", "H"], "positions_angstrom": [[-0.939, 2.197, 2.922], [-0.286, 1.243, 1.950], [0.514, 1.720, 0.958], [1.838, 1.961, 0.997], [2.383, 3.109, 1.795], [2.694, 1.322, 0.330], [-0.574, 0.034, 2.069], [-0.273, 2.992, 3.262], [-1.827, 2.651, 2.472], [-1.269, 1.613, 3.781], [1.715, 3.431, 2.590], [3.340, 2.780, 2.200], [2.563, 3.941, 1.109], [0.630, -5.160, 1.141], [0.593, -3.801, 0.519], [1.647, -2.888, 0.719], [1.561, -1.612, 0.203], [0.434, -1.201, -0.570], [0.442, 0.121, -1.072], [-0.604, 0.763, -1.784], [-0.284, 1.835, -2.675], [-1.260, 2.409, -3.478], [-2.604, 2.041, -3.309], [-2.963, 1.115, -2.321], [-1.986, 0.494, -1.551], [-0.582, -2.166, -0.833], [-0.502, -3.431, -0.274], [-0.386, -5.558, 1.254], [1.183, -5.847, 0.492], [1.139, -5.134, 2.111], [2.526, -3.210, 1.289], [2.352, -0.880, 0.380], [1.376, 0.669, -0.972], [0.753, 2.173, -2.731], [-0.992, 3.131, -4.256], [-3.386, 2.517, -3.895], [-4.008, 0.864, -2.134], [-2.257, -0.172, -0.730], [-1.404, -1.909, -1.496], [-1.297, -4.160, -0.459]]}



no.,orbital gap (eV)
1,9.394
2,10.972
3,9.270
4,7.449
5,6.024